Record 1
{
  "formula": "C22H19ClN4O3S",
  "method": "ωB97M-V/def2-TZVPD",
  "elements": ["C", "H", "H", "C", "N", "C", "C", "C", "C", "C", "C", "H", "H", "H", "H", "H", "S", "O", "O", "C", "C", "C", "C", "C", "C", "Cl", "H", "H", "N", "C", "O", "N", "C", "C", "C", "C", "C", "C", "C", "N", "H", "H", "H", "H", "H", "H", "H", "H", "H", "H"],
  "positions_angstrom": [[-0.4105, -0.0875, -2.5381], [-0.7417, 0.9255, -2.3283], [0.2008, -0.4297, -1.7081], [-1.6019, -1.0136, -2.7694], [-2.4494, -1.1718, -1.6000], [-3.6828, -0.4923, -1.5395], [-3.7122, 0.8983, -1.5146], [-4.9230, 1.5637, -1.4506], [-6.1097, 0.8527, -1.3945], [-6.0815, -0.5316, -1.4186], [-4.8760, -1.2047, -1.5039], [-4.8441, -2.2821, -1.5392], [-7.0035, -1.0922, -1.3838], [-7.0522, 1.3759, -1.3353], [-4.9373, 2.6437, -1.4353], [-2.7882, 1.4541, -1.5450], [-2.2990, -2.6184, -0.7825], [-2.3572, -3.7365, -1.6745], [-3.1828, -2.5961, 0.3412], [-0.6314, -2.4073, -0.1224], [-0.5665, -1.5822, 0.9830], [0.6548, -1.2850, 1.5820], [1.8130, -1.8715, 1.0604], [1.7470, -2.6968, -0.0434], [0.5234, -2.9644, -0.6513], [0.4706, -3.9812, -2.0286], [2.6421, -3.1444, -0.4429], [2.7660, -1.7065, 1.5397], [0.6881, -0.4495, 2.6989], [1.6013, 0.5311, 3.0337], [1.5750, 1.0599, 4.1190], [2.4638, 0.8444, 2.0120], [3.5155, 1.7499, 2.0157], [3.9589, 2.4123, 3.1552], [5.0266, 3.2870, 3.0741], [5.6737, 3.5197, 1.8680], [5.2485, 2.8712, 0.7266], [4.1727, 1.9864, 0.7911], [3.7228, 1.3159, -0.3649], [3.3143, 0.7436, -1.2733], [5.7364, 3.0369, -0.2225], [6.5056, 4.2048, 1.8202], [5.3591, 3.7947, 3.9667], [3.4559, 2.2388, 4.0918], [2.2636, 0.4307, 1.1090], [-0.1035, -0.4985, 3.3256], [-1.4929, -1.1854, 1.3672], [-1.2507, -2.0121, -3.0424], [-2.2088, -0.6328, -3.5966], [0.2071, -0.0677, -3.4319]],
  "mulliken_charge": [-0.60, 0.29, -0.12, -0.86, 0.48, 0.19, -0.21, -0.68, -0.43, -0.88, -0.07, 0.47, 0.37, 0.39, 0.38, 0.29, 1.21, -0.64, -0.66, -0.35, -0.89, -0.19, -0.23, -0.62, 0.71, -0.18, 0.46, 0.57, -0.08, 0.30, -0.68, 0.04, 0.69, -0.51, -0.55, -0.54, -0.81, 0.51, 0.35, -0.56, 0.46, 0.39, 0.41, 0.48, -0.20, 0.30, 0.49, 0.53, 0.37, 0.40],
  "smiles": "CCN(c1ccccc1)S(=O)(=O)c1cc(NC(=O)Nc2ccccc2C#N)ccc1Cl",
  "homo_ev": -8.9,
  "lumo_ev": 0.1,
  "gap_ha": 0.3296,
  "de_lowest_kcal_mol": 0.0,
  "charge": 0,
  "spin_multiplicity": 1
}

Record 2
{
  "formula": "C22H19CrI2N6O4",
  "method": "ωB97M-V/def2-TZVPD",
  "elements": ["Cr", "O", "C", "N", "C", "C", "C", "C", "C", "C", "N", "C", "O", "C", "C", "C", "C", "C", "N", "C", "C", "C", "C", "C", "N", "H", "H", "H", "H", "H", "H", "H", "H", "H", "H", "H", "H", "C", "C", "N", "O", "C", "C", "N", "O", "H", "H", "H", "H", "H", "H", "H", "I", "I"],
  "positions_angstrom": [[0.1474, -0.2100, -0.2652], [1.4790, 2.3182, 2.6603], [1.0123, 1.3711, 2.0440], [1.4575, 0.8154, 0.8996], [2.5895, 1.2313, 0.2536], [3.4935, 2.2355, 0.6146], [4.5883, 2.4644, -0.1921], [4.8053, 1.7211, -1.3497], [3.9437, 0.7069, -1.7137], [2.8435, 0.4446, -0.9021], [1.9244, -0.5639, -1.0471], [2.2006, -1.6814, -1.7643], [3.1962, -1.9245, -2.4274], [1.1097, -2.6857, -1.5987], [1.0922, -3.8330, -2.3823], [0.0743, -4.7489, -2.2062], [-0.8556, -4.5041, -1.2057], [-0.7606, -3.3367, -0.4704], [0.1769, -2.4153, -0.6695], [-0.1934, 0.6415, 2.5342], [-0.9613, 1.1411, 3.5809], [-2.0337, 0.3994, 4.0354], [-2.2439, -0.8574, 3.4801], [-1.4344, -1.2685, 2.4367], [-0.4623, -0.5193, 1.9260], [3.3258, 2.8207, 1.5042], [5.2800, 3.2515, 0.0649], [5.6570, 1.9434, -1.9742], [4.1070, 0.1387, -2.6151], [1.8673, -3.9589, -3.1212], [0.0039, -5.6274, -2.8258], [-1.6642, -5.1887, -1.0116], [-1.4979, -3.1164, 0.2841], [-0.6977, 2.1049, 3.9869], [-2.6801, 0.7753, 4.8121], [-3.0341, -1.4992, 3.8381], [-1.5742, -2.2430, 1.9971], [-3.8244, 1.3376, 0.3291], [-2.3893, 1.0872, 0.0028], [-1.8761, -0.1150, -0.1708], [-2.7812, -1.1942, -0.1751], [-1.4751, 2.1239, -0.2355], [-1.8115, 3.5796, -0.2456], [-0.2632, 1.6892, -0.5735], [0.6330, 2.4316, -1.0212], [-4.2891, 0.4373, 0.7241], [-4.3676, 1.6538, -0.5613], [-3.8925, 2.1317, 1.0678], [-3.1056, -1.2685, -1.0890], [-2.7131, 3.7848, -0.8199], [-0.9723, 4.1102, -0.6926], [-1.9570, 3.9482, 0.7693], [-0.5984, -0.1941, -3.0073], [-0.5994, -1.8837, -5.5137]],
  "mulliken_spin": [2.87, 0.02, 0.00, -0.08, 0.00, -0.01, -0.01, 0.01, -0.01, 0.03, -0.09, 0.03, 0.04, 0.00, 0.00, 0.00, 0.00, 0.01, -0.02, 0.01, -0.01, 0.00, 0.00, 0.02, -0.03, 0.00, 0.00, 0.00, 0.00, 0.00, 0.00, 0.00, 0.00, 0.00, 0.00, 0.00, 0.00, 0.00, -0.02, -0.10, 0.00, 0.04, -0.01, -0.10, 0.01, 0.00, 0.00, 0.00, 0.00, 0.00, 0.00, 0.00, -0.14, 0.52],
  "s2": 3.97,
  "homo_ev": [-6.9, -7.2],
  "lumo_ev": [-2.4, -2.5],
  "gap_ha": [0.1666, 0.1717],
  "de_lowest_kcal_mol": 39.9,
  "charge": 0,
  "spin_multiplicity": 4
}

Record 3
{
  "formula": "C22H19F10N4O6ReS",
  "method": "ωB97M-V/def2-TZVPD",
  "elements": ["Re", "C", "C", "N", "C", "C", "C", "S", "N", "C", "O", "C", "C", "C", "C", "C", "C", "H", "H", "H", "H", "H", "H", "H", "H", "H", "H", "H", "H", "H", "H", "H", "F", "C", "C", "N", "C", "C", "O", "O", "C", "O", "N", "C", "O", "H", "H", "H", "H", "F", "C", "F", "F", "C", "O", "C", "F", "F", "F", "C", "F", "F", "F"],
  "positions_angstrom": [[1.2864, 0.8467, -0.7579], [-0.4890, 3.1624, 4.3041], [-1.5123, 2.7075, 3.2665], [-1.4009, 1.2960, 2.9730], [-2.0587, 0.3656, 3.8784], [-1.0853, -0.3308, 4.8219], [-0.7095, 0.8138, 1.9569], [0.0478, 2.0045, 0.8516], [-0.6822, -0.4857, 1.7926], [0.0542, -1.2460, 0.9990], [1.0117, -0.8157, 0.2723], [-0.1873, -2.6833, 1.0071], [-0.9690, -3.2912, 1.9965], [-1.1015, -4.6641, 2.0131], [-0.4694, -5.4397, 1.0454], [0.2696, -4.8380, 0.0353], [0.4107, -3.4676, 0.0094], [-0.6037, 4.2296, 4.4688], [0.5223, 2.9706, 3.9561], [-0.6397, 2.6559, 5.2523], [-1.3746, 3.2760, 2.3474], [-2.5212, 2.8909, 3.6401], [-2.5753, -0.3811, 3.2720], [-2.7938, 0.9261, 4.4539], [-0.3077, -0.8394, 4.2627], [-1.6218, -1.0628, 5.4171], [-0.6232, 0.3795, 5.4985], [-1.4394, -2.6809, 2.7501], [-1.6832, -5.1368, 2.7884], [-0.5571, -6.5135, 1.0822], [0.7443, -5.4449, -0.7201], [0.9743, -2.9785, -0.7707], [-4.3713, 3.8484, -2.5311], [-3.8613, 2.7150, -3.0106], [-2.5966, 2.6954, -3.4782], [-2.0354, 1.5576, -3.9695], [-0.6122, 1.5175, -4.2273], [0.1060, 1.3990, -2.8963], [0.9837, 2.1819, -2.4886], [-0.2559, 0.4711, -2.1012], [-2.7470, 0.3477, -4.0260], [-2.2498, -0.6598, -4.4479], [-4.0354, 0.4319, -3.5685], [-4.6929, 1.5065, -2.9701], [-5.7829, 1.3954, -2.4830], [-1.9954, 3.5929, -3.4898], [-0.2789, 2.4077, -4.7685], [-0.4023, 0.6093, -4.8120], [-4.5612, -0.4393, -3.5945], [6.1282, -0.8746, -2.3221], [4.8675, -0.6834, -2.7038], [4.8812, 0.1176, -3.7606], [4.3731, -1.8565, -3.0835], [3.9861, -0.0939, -1.5614], [2.7229, 0.0241, -1.9921], [4.5119, 1.2953, -1.0947], [3.5162, 1.8592, -0.3100], [5.5904, 1.2504, -0.3381], [4.7104, 2.1343, -2.0873], [4.0604, -1.0407, -0.3208], [3.3427, -2.1377, -0.5126], [5.2752, -1.4025, 0.0426], [3.5073, -0.3946, 0.7436]],
  "mulliken_spin": [0.90, 0.00, 0.00, 0.00, 0.00, 0.00, 0.02, -0.06, 0.02, 0.01, 0.07, -0.01, 0.00, 0.00, 0.00, 0.00, 0.00, 0.00, 0.00, 0.00, 0.00, 0.00, 0.00, 0.00, 0.00, 0.00, 0.00, 0.00, 0.00, 0.00, 0.00, 0.00, 0.00, 0.00, 0.00, 0.00, 0.00, 0.01, -0.01, -0.01, 0.00, 0.00, 0.00, 0.00, 0.00, 0.00, 0.00, 0.00, 0.00, 0.00, 0.00, 0.00, 0.00, 0.00, 0.03, 0.01, 0.00, 0.00, 0.00, 0.01, 0.00, 0.00, 0.00],
  "s2": 0.76,
  "homo_ev": [-11.7, -11.7],
  "lumo_ev": [-6.2, -5.8],
  "gap_ha": [0.2013, 0.2177],
  "de_lowest_kcal_mol": 42.8,
  "charge": 1,
  "spin_multiplicity": 2
}

Record 4
{
  "formula": "C22H19F12NO9OsP2",
  "method": "ωB97M-V/def2-TZVPD",
  "elements": ["Os", "C", "C", "C", "C", "C", "N", "C", "C", "C", "C", "C", "C", "C", "C", "O", "C", "F", "F", "F", "C", "F", "F", "F", "C", "C", "C", "O", "C", "F", "F", "F", "C", "F", "F", "F", "H", "H", "H", "H", "H", "H", "H", "H", "H", "H", "H", "H", "C", "C", "O", "P", "O", "O", "O", "P", "O", "O", "O", "H", "H", "H", "H", "H", "H", "H"],
  "positions_angstrom": [[-0.7436, -0.6863, -0.9642], [2.6403, -0.8543, 4.8667], [1.7973, -0.4257, 3.6994], [2.1376, 0.6753, 2.9271], [1.3665, 1.0390, 1.8396], [0.2272, 0.3142, 1.5043], [-0.5155, 0.7056, 0.3524], [-0.8814, 2.0630, 0.2336], [-1.0831, 2.8003, 1.4055], [-1.3888, 4.1453, 1.3678], [-1.4996, 4.8169, 0.1587], [-1.8280, 6.2805, 0.0953], [-1.3246, 4.0824, -1.0057], [-1.0448, 2.7208, -1.0041], [-0.8860, 1.9757, -2.3314], [-1.2904, 0.6547, -2.2307], [-1.8000, 2.5381, -3.4581], [-1.3465, 3.6949, -3.9734], [-3.0310, 2.7565, -2.9865], [-1.8930, 1.6724, -4.4628], [0.5956, 2.0468, -2.7840], [0.7910, 1.5111, -3.9917], [1.3628, 1.3602, -1.9192], [1.0470, 3.3051, -2.8087], [-0.1184, -0.8183, 2.2543], [0.6700, -1.1580, 3.3467], [-1.3005, -1.6639, 1.7806], [-1.1749, -1.9944, 0.4388], [-1.3689, -3.0490, 2.4746], [-2.3126, -3.8139, 1.9142], [-1.6238, -2.9759, 3.7866], [-0.2065, -3.7040, 2.3194], [-2.6615, -0.8945, 2.0287], [-3.1597, -0.4136, 0.8854], [-3.6103, -1.6667, 2.5733], [-2.4885, 0.1464, 2.8580], [3.3098, -0.0554, 5.1831], [3.2529, -1.7189, 4.6028], [2.0216, -1.1375, 5.7188], [3.0203, 1.2527, 3.1746], [1.6334, 1.8967, 1.2356], [-1.0004, 2.3007, 2.3598], [-1.5440, 4.6793, 2.2978], [-1.7201, 6.7480, 1.0734], [-2.8557, 6.4369, -0.2389], [-1.1731, 6.8016, -0.6042], [-1.4119, 4.6018, -1.9493], [0.4207, -2.0147, 3.9530], [1.9036, -2.4742, -3.7020], [1.5503, -3.3746, -2.5118], [2.1467, -4.6576, -2.6403], [2.1483, -2.6241, -0.9719], [3.7210, -2.5140, -0.9811], [1.9671, -3.6367, 0.2052], [1.4908, -1.2903, -0.8227], [-0.2801, -3.5734, -2.4579], [-0.4415, -4.2852, -1.0123], [-0.6909, -4.4009, -3.5944], [-0.9020, -2.1670, -2.3287], [2.9852, -2.4857, -3.8455], [1.5576, -1.4495, -3.5625], [1.4374, -2.8789, -4.6008], [1.5934, -5.1695, -3.2494], [4.0533, -1.7733, -1.5039], [1.0737, -4.0323, 0.2011], [-1.3208, -4.1908, -0.6183]],
  "mulliken_spin": [3.18, 0.00, 0.02, -0.01, 0.05, 0.03, 0.10, 0.08, 0.06, -0.02, 0.04, 0.00, -0.02, -0.07, 0.01, 0.04, 0.02, 0.00, 0.00, 0.00, 0.00, 0.00, 0.00, 0.00, -0.04, 0.00, 0.10, 0.18, 0.00, 0.00, 0.00, 0.00, 0.02, 0.01, 0.00, 0.00, 0.00, 0.00, 0.00, 0.00, 0.00, 0.00, 0.00, 0.00, 0.00, 0.00, 0.00, 0.00, 0.00, 0.01, 0.00, 0.03, 0.01, 0.00, 0.11, 0.01, 0.00, 0.00, 0.04, 0.00, 0.00, 0.00, 0.00, 0.00, 0.00, 0.00],
  "s2": 6.02,
  "homo_ev": [-8.3, -8.7],
  "lumo_ev": [0.3, -1.8],
  "gap_ha": [0.3149, 0.2529],
  "charge": 0,
  "spin_multiplicity": 5
}